Entry from the OMol25 dataset: a 10-piece molecular cluster, C52H52N8O4 overall in a non-equilibrium geometry (ωB97M-V/def2-TZVPD).

Output
SMILES	Oc1ccc(O)cc1.Oc1ccc(O)cc1.c1ccncc1.c1ccncc1.c1ccncc1.c1ccncc1.c1ccncc1.c1ccncc1.c1ccncc1.c1ccncc1
gap between HOMO and LUMO	8.230	eV
F_max	0.21704	Eh/bohr
2S+1	1
HOMO	-8.28	eV

Each atom is followed by the atoms it is bonded to, with distances in Å.
Geometry (Å):
1 O 7.2745 -0.0894 1.1180  C2 1.379, H9 1.088
2 C 6.0025 -0.5374 1.4040  O1 1.379, C3 1.461, C8 1.443
3 C 4.8945 0.3296 1.7990  C2 1.461, C4 1.543, H10 1.158
4 C 3.5395 -0.3294 2.1310  C3 1.543, C5 1.337, H11 1.180
5 C 3.3295 -1.6384 1.9600  C4 1.337, O6 1.312, C7 1.430
6 O 2.1215 -2.1454 1.8810  C5 1.312, H12 0.865
7 C 4.4655 -2.4374 1.6200  C5 1.430, C8 1.405, H13 1.061
8 C 5.7535 -1.9564 1.3290  C2 1.443, C7 1.405, H14 0.923
9 H 7.1715 0.6016 0.2840  O1 1.088
10 H 5.1075 1.4666 1.7580  C3 1.158
11 H 2.6655 0.4376 2.3320  C4 1.180
12 H 1.5655 -1.7154 1.3770  O6 0.865
13 H 4.3415 -3.4884 1.5450  C7 1.061
14 H 6.3855 -2.5344 0.9840  C8 0.923
15 O 2.0745 -4.5224 -4.0840  C16 1.327, H23 0.885
16 C 1.0265 -3.7284 -3.9080  O15 1.327, C17 1.500, C22 1.425
17 C 1.2435 -2.2924 -4.2830  C16 1.500, C18 1.529, H24 1.170
18 C 0.0515 -1.3454 -4.1370  C17 1.529, C19 1.392, H25 1.149
19 C -1.0895 -1.8034 -3.4850  C18 1.392, O20 1.381, C21 1.383
20 O -2.1195 -0.8884 -3.3930  C19 1.381, H26 0.869
21 C -1.2615 -3.1454 -3.1970  C19 1.383, C22 1.457, H27 1.113
22 C -0.2925 -4.1614 -3.5880  C16 1.425, C21 1.457, H28 0.984
23 H 2.7395 -4.0294 -4.3980  O15 0.885
24 H 2.3045 -1.9644 -4.6520  C17 1.170
25 H 0.3175 -0.2494 -4.3560  C18 1.149
26 H -1.9225 -0.1004 -3.0850  O20 0.869
27 H -2.3185 -3.3634 -2.9270  C21 1.113
28 H -0.6035 -5.0594 -3.3330  C22 0.984
29 C 4.7025 0.9396 -4.0100  C30 1.344, C34 1.443, H35 1.067
30 C 3.4045 1.0616 -3.6850  C29 1.344, C31 1.419, H36 0.970
31 C 2.9135 0.4616 -2.4970  C30 1.419, N32 1.324, H37 0.974
32 N 3.4725 -0.4654 -1.7340  C31 1.324, C33 1.416
33 C 4.8005 -0.7504 -2.1350  N32 1.416, C34 1.467, H38 1.289
34 C 5.4245 -0.0704 -3.2750  C29 1.443, C33 1.467, H39 1.072
35 H 5.3825 1.2196 -4.7830  C29 1.067
36 H 2.8425 1.7026 -4.1470  C30 0.970
37 H 1.9845 0.6136 -2.2470  C31 0.974
38 H 5.5555 -1.6874 -1.6740  C33 1.289
39 H 6.4765 -0.2774 -3.2710  C34 1.072
40 C -1.5465 -1.2184 0.9750  C41 1.465, C45 1.421, H46 1.042
41 C -0.6425 -1.6764 -0.0830  C40 1.465, C42 1.398, H47 1.097
42 C 0.5315 -0.9874 -0.4030  C41 1.398, N43 1.336, H48 1.016
43 N 0.7465 0.2486 0.0560  C42 1.336, C44 1.373
44 C -0.1115 0.7456 1.0060  N43 1.373, C45 1.383, H49 0.999
45 C -1.2615 0.0996 1.4220  C40 1.421, C44 1.383, H50 1.096
46 H -2.3435 -1.7704 1.3570  C40 1.042
47 H -0.8435 -2.5154 -0.7600  C41 1.097
48 H 1.1035 -1.4304 -1.1170  C42 1.016
49 H 0.2915 1.5836 1.3700  C44 0.999
50 H -1.9875 0.6256 2.0520  C45 1.096
51 C -5.7155 1.1276 0.5000  C52 1.402, C56 1.439, H57 1.180
52 C -7.0095 1.6026 0.2440  C51 1.402, C53 1.419, H58 1.173
53 C -7.7955 1.2646 -0.8880  C52 1.419, N54 1.410, H59 1.114
54 N -7.2505 0.4026 -1.8620  C53 1.410, C55 1.333
55 C -6.0125 -0.0254 -1.6170  N54 1.333, C56 1.461, H60 1.157
56 C -5.1855 0.1636 -0.4270  C51 1.439, C55 1.461, H61 1.036
57 H -5.0745 1.3366 1.4680  C51 1.180
58 H -7.2755 2.5336 0.9060  C52 1.173
59 H -8.8845 1.4186 -1.0650  C53 1.114
60 H -5.7735 -0.7894 -2.4520  C55 1.157
61 H -4.2245 -0.1774 -0.2450  C56 1.036
62 C 0.7255 1.7216 4.0690  C63 1.402, C67 1.412, H68 1.031
63 C -0.5565 2.2736 4.1960  C62 1.402, C64 1.422, H69 0.975
64 C -0.6635 3.6886 4.2800  C63 1.422, N65 1.385, H70 1.091
65 N 0.4475 4.5066 4.3960  C64 1.385, C66 1.404
66 C 1.7085 3.9016 4.5160  N65 1.404, C67 1.410, H71 0.960
67 C 1.8685 2.5456 4.1630  C62 1.412, C66 1.410, H72 0.986
68 H 0.6245 0.7266 3.8190  C62 1.031
69 H -1.3745 1.7476 4.2680  C63 0.975
70 H -1.5725 4.2846 4.1820  C64 1.091
71 H 2.4855 4.4176 4.7430  C66 0.960
72 H 2.6315 1.9716 3.9160  C67 0.986
73 C -2.0415 2.2216 -1.7460  C74 1.520, C78 1.387, H79 0.963
74 C -2.8125 1.9966 -3.0360  C73 1.520, C75 1.376, H80 1.037
75 C -2.1695 2.2726 -4.2210  C74 1.376, N76 1.342, H81 1.212
76 N -0.9015 2.7076 -4.2730  C75 1.342, C77 1.394
77 C -0.1835 3.0886 -3.1410  N76 1.394, C78 1.460, H82 1.118
78 C -0.7765 2.7826 -1.8420  C73 1.387, C77 1.460, H83 1.010
79 H -2.7855 2.0666 -1.1540  C73 0.963
80 H -3.8115 1.7586 -3.1830  C74 1.037
81 H -2.7905 2.2666 -5.2620  C75 1.212
82 H 0.8275 3.5596 -3.2240  C77 1.118
83 H -0.2285 2.9646 -1.0130  C78 1.010
84 C -5.0845 -0.4874 4.4840  C85 1.502, C89 1.386, H90 1.044
85 C -4.5825 0.8976 4.1930  C84 1.502, C86 1.444, H91 1.093
86 C -5.5755 1.9466 4.1980  C85 1.444, N87 1.383, H92 1.048
87 N -6.9385 1.7296 4.2790  C86 1.383, C88 1.291
88 C -7.3285 0.5166 4.4890  N87 1.291, C89 1.394, H93 1.124
89 C -6.4605 -0.5644 4.6310  C84 1.386, C88 1.394, H94 1.104
90 H -4.5735 -1.3884 4.3530  C84 1.044
91 H -3.5765 1.1896 3.8820  C85 1.093
92 H -5.2845 2.8626 3.7800  C86 1.048
93 H -8.4415 0.3666 4.4420  C88 1.124
94 H -7.0175 -1.4854 4.8770  C89 1.104
95 C 2.0905 3.8936 0.4380  C96 1.404, C100 1.422, H101 1.163
96 C 3.0545 3.2976 -0.3900  C95 1.404, C97 1.429, H102 1.131
97 C 3.3075 4.0096 -1.6030  C96 1.429, N98 1.330, H103 1.037
98 N 2.7095 5.1266 -2.0080  C97 1.330, C99 1.335
99 C 1.8815 5.6636 -1.1090  N98 1.335, C100 1.328, H104 1.086
100 C 1.5225 5.1406 0.0580  C95 1.422, C99 1.328, H105 0.962
101 H 2.0025 3.2076 1.3730  C95 1.163
102 H 3.5255 2.3106 -0.1000  C96 1.131
103 H 3.9795 3.4106 -2.1180  C97 1.037
104 H 1.2365 6.5156 -1.3030  C99 1.086
105 H 0.6895 5.2516 0.5260  C100 0.962
106 C 0.8455 -6.1544 1.7900  C107 1.325, C111 1.322, H112 1.170
107 C 1.5485 -7.1924 1.3620  C106 1.325, C108 1.348, H113 1.036
108 C 2.0465 -7.2534 0.1110  C107 1.348, N109 1.297, H114 0.984
109 N 1.9875 -6.2714 -0.7340  C108 1.297, C110 1.404
110 C 1.3745 -5.1054 -0.2480  N109 1.404, C111 1.446, H115 1.109
111 C 0.7765 -5.0494 1.0670  C106 1.322, C110 1.446, H116 1.198
112 H 0.5845 -6.1284 2.9300  C106 1.170
113 H 1.5775 -8.1094 1.8440  C107 1.036
114 H 2.5155 -8.0304 -0.2690  C108 0.984
115 H 1.1225 -4.2004 -0.8380  C110 1.109
116 H 0.3705 -4.0024 1.4830  C111 1.198

These are the Löwdin partial charges, in e, on atoms 1 to 8:
1. O -0.0375
2. C -0.3375
3. C 0.0231
4. C -0.0070
5. C -0.3816
6. O 0.0953
7. C 0.0324
8. C 0.0048